{
  "formula": "C21H58N2O9",
  "method": "wB97M-V/def2-TZVPD",
  "spin_multiplicity": 1,
  "homo_energy_ev": -8.47,
  "smiles": "COCCNCCOC.COCCNCCOC.CC(C)O.CC(C)O.CC(C)O.O.O",
  "e_tot_ha": -1621.47715,
  "total_charge": 0,
  "e_lumo_ev": 0.25,
  "homo_lumo_gap_ev": 8.7239,
  "e_above_lowest_ev": 1.9282,
  "symbols": ["C", "O", "C", "C", "N", "C", "C", "O", "C", "H", "H", "H", "H", "H", "H", "H", "H", "H", "H", "H", "H", "H", "H", "H", "C", "O", "C", "C", "N", "C", "C", "O", "C", "H", "H", "H", "H", "H", "H", "H", "H", "H", "H", "H", "H", "H", "H", "H", "C", "C", "C", "O", "H", "H", "H", "H", "H", "H", "H", "H", "C", "C", "C", "O", "H", "H", "H", "H", "H", "H", "H", "H", "C", "C", "C", "O", "H", "H", "H", "H", "H", "H", "H", "H", "O", "H", "H", "O", "H", "H"],
  "positions_angstrom": [[-0.569428, 2.063456, 0.119679], [0.770617, 2.539319, 0.195229], [1.318473, 2.681227, -1.090163], [2.811001, 2.785321, -0.943260], [3.230450, 4.012429, -0.298372], [4.655387, 4.096789, -0.206352], [5.190927, 5.269171, 0.551110], [4.720467, 5.205394, 1.934314], [5.236935, 6.223306, 2.754365], [-0.694534, 1.164454, -0.526826], [-1.226072, 2.840902, -0.344193], [-0.891471, 1.843221, 1.134865], [1.006952, 3.627221, -1.551356], [0.992429, 1.854300, -1.727801], [3.322481, 2.805225, -1.913595], [3.153000, 1.878423, -0.392913], [2.860664, 4.029661, 0.662992], [5.104196, 4.011812, -1.198493], [5.066514, 3.257942, 0.399683], [4.803156, 6.186721, 0.069745], [6.305357, 5.346576, 0.522502], [6.345573, 6.194997, 2.850599], [4.867650, 6.097268, 3.776781], [4.944498, 7.233363, 2.419606], [2.018136, -1.488572, -1.428296], [2.036967, -1.945325, -0.119868], [1.535782, -0.979124, 0.750713], [1.682805, -1.626092, 2.102157], [1.159804, -0.740090, 3.076644], [1.061911, -1.173153, 4.462502], [2.362840, -1.607357, 5.190062], [2.997890, -2.728100, 4.613489], [2.388665, -3.941689, 5.036849], [0.993036, -1.163550, -1.709364], [2.312925, -2.335419, -2.059092], [2.687747, -0.626393, -1.650932], [0.488052, -0.682286, 0.512512], [2.189762, -0.089820, 0.840073], [2.730389, -1.905077, 2.272547], [1.149640, -2.584560, 2.158537], [1.622346, 0.147283, 2.900057], [0.339104, -2.012752, 4.400867], [0.572280, -0.397672, 5.066776], [2.221616, -1.820359, 6.265141], [3.060133, -0.761193, 5.109355], [3.009870, -4.751421, 4.624380], [1.335216, -3.998115, 4.706487], [2.394283, -4.033426, 6.133549], [-2.105977, -2.299967, 1.232222], [-2.518223, -0.817250, 1.300912], [-4.031215, -0.707361, 1.368133], [-1.980924, -0.190979, 2.458410], [-2.540907, -2.761688, 0.339689], [-2.490388, -2.884725, 2.066964], [-1.034109, -2.463872, 1.151781], [-2.205103, -0.316517, 0.367051], [-4.347208, 0.328609, 1.341730], [-4.375459, -1.209972, 2.286334], [-4.454125, -1.220090, 0.490357], [-1.023603, -0.381285, 2.570862], [-5.907060, 2.141779, -2.396991], [-4.720961, 1.408326, -3.059045], [-4.372960, 2.048694, -4.423937], [-3.562800, 1.310095, -2.208767], [-6.840507, 1.978483, -2.979194], [-5.616961, 3.197255, -2.407326], [-6.130039, 1.802859, -1.367843], [-4.947292, 0.348368, -3.279366], [-5.266339, 1.954514, -5.053427], [-3.545391, 1.575192, -4.955155], [-4.202300, 3.118406, -4.334022], [-3.546626, 2.022295, -1.566798], [-0.537768, -5.748428, -2.691417], [-1.487366, -4.565266, -2.800962], [-2.724717, -4.836633, -1.952289], [-0.833824, -3.379913, -2.336845], [-1.092160, -6.640207, -3.002770], [-0.205708, -5.879276, -1.638620], [0.338644, -5.587877, -3.337701], [-1.820415, -4.576918, -3.859089], [-3.361017, -3.961022, -1.871813], [-2.460188, -5.206644, -0.952919], [-3.294730, -5.633860, -2.452151], [-1.451625, -2.636360, -2.154697], [-1.995898, -0.933665, -2.223100], [-1.386925, -0.736952, -2.957234], [-2.550623, -0.127613, -2.201090], [-0.615567, 0.544236, -4.241869], [0.264924, 0.415562, -4.586409], [-0.694983, 1.505426, -4.134891]],
  "forces_ev_per_angstrom": [[-0.3, 0.4, -0.4], [-0.7, -0.6, -0.1], [0.3, 0.8, -0.2], [0.8, -0.7, 0.0], [-0.9, 0.5, 1.0], [1.3, -1.4, 1.0], [-0.3, 1.6, 0.5], [0.4, -0.2, -1.1], [0.5, 0.4, 0.3], [0.4, 0.3, 0.4], [0.3, -0.3, 0.4], [-0.1, 0.0, -0.1], [-0.4, 0.0, 0.0], [0.3, -0.2, -0.1], [-0.3, -0.3, -0.1], [0.1, 0.3, -0.2], [0.1, 0.1, -0.6], [0.0, 0.3, 0.0], [-0.1, -0.3, -0.5], [0.1, 0.0, 0.4], [-0.7, -0.4, 0.1], [-0.4, -0.1, -0.4], [-0.2, -0.2, -0.3], [0.1, -0.3, -0.1], [-0.3, 0.1, -1.4], [0.2, 0.5, -0.3], [0.3, -0.4, 1.0], [-0.1, -1.4, 0.2], [-0.3, 1.4, 0.6], [-0.3, -0.8, 0.1], [-0.1, 0.6, -0.4], [-0.2, -0.3, 0.2], [0.2, 0.0, -0.2], [0.3, -0.3, 0.0], [-0.1, 0.3, 0.0], [0.0, -0.4, 0.5], [0.6, -0.1, 0.1], [-0.3, 0.1, -0.8], [0.0, 0.2, -0.2], [-0.2, 0.1, -0.2], [-0.1, 0.2, 0.8], [0.4, 0.2, 0.4], [0.1, -0.1, -0.2], [-0.4, 0.3, -0.2], [0.0, -0.2, 0.0], [-0.5, 0.2, 0.0], [0.4, -0.2, 0.0], [0.1, 0.1, -0.1], [-0.4, 0.1, -0.6], [0.2, -0.8, 0.0], [0.1, -0.6, 0.0], [0.4, 0.2, 0.1], [0.1, 0.1, -0.1], [0.0, 0.2, 0.3], [0.2, 0.2, 0.1], [0.2, -0.1, 0.3], [-0.1, 0.2, 0.2], [-0.1, 0.3, -0.3], [0.0, 0.1, 0.3], [-0.4, 0.0, -0.3], [0.2, -0.6, -0.2], [0.0, -0.7, -0.7], [-0.8, -0.1, 0.3], [-0.3, 0.3, -0.1], [0.7, 0.3, 0.2], [-0.5, 0.1, 0.2], [0.4, 0.1, -0.5], [-0.2, 0.4, 0.3], [0.1, -0.1, 0.0], [0.0, -0.1, 0.3], [0.3, 0.2, 0.1], [0.0, 0.2, 0.1], [0.3, 0.3, 0.4], [-0.3, 0.0, 0.8], [-0.1, -0.7, -0.3], [0.0, -0.3, -0.5], [0.3, 0.0, 0.0], [-0.1, 0.1, -0.6], [-0.2, -0.2, 0.2], [0.3, 0.8, 0.2], [-0.1, 0.2, 0.0], [0.0, 0.3, -0.1], [-0.1, 0.2, 0.2], [0.1, -0.7, -0.3], [0.1, 0.4, -0.3], [-0.1, 0.0, 0.2], [0.0, -0.4, 0.2], [-0.3, 0.6, 0.1], [0.4, -0.2, -0.2], [-0.1, -0.4, 0.0]]
}